{"formula": "C7H14", "method": "ωB97M-V with the def2-TZVPD basis set", "species": ["C", "C", "C", "C", "C", "C", "C", "H", "H", "H", "H", "H", "H", "H", "H", "H", "H", "H", "H", "H", "H"], "xyz": [[-2.96848, -0.18060, 0.36294], [-1.99604, 0.09935, -0.76135], [-0.56487, -0.40535, -0.49962], [0.06269, 0.37127, 0.65550], [1.53388, 0.11160, 0.91348], [2.40358, 0.37169, -0.26995], [3.46954, -0.30084, -0.66506], [-4.00110, -0.11243, 0.01663], [-3.00443, 0.52459, 1.19407], [-2.88216, -1.17802, 0.78498], [-2.35663, -0.35959, -1.68202], [-1.92625, 1.17605, -0.95095], [-0.64635, -1.43162, -0.14577], [0.03460, -0.24312, -1.39127], [-0.54197, 0.21102, 1.54403], [-0.08483, 1.44430, 0.47077], [1.73359, -0.87955, 1.30019], [1.81447, 0.79391, 1.71222], [2.08759, 1.19516, -0.90766], [3.83281, -1.15646, -0.10608], [4.00037, -0.05137, -1.57508]], "relative_energy_ev": 0.109, "orbital_gap_ev": [2.12, 10.18], "homo_ev": [1.591, -6.615], "s_squared": 0.75, "charge": -1, "spin_multiplicity": 2}



{"formula": "C5H5NO2", "method": "ωB97M-V with the def2-TZVPD basis set", "species": ["O", "C", "C", "C", "N", "C", "C", "O", "H", "H", "H", "H", "H"], "xyz": [[-1.60912, -0.66243, -0.60557], [-0.65081, -0.56473, 0.15298], [-0.09657, -1.44251, 1.29405], [1.07704, -0.92588, 1.62657], [1.40937, 0.16026, 0.83346], [0.35404, 0.48984, 0.01142], [0.31972, 1.41189, -1.03322], [-0.72492, 1.24823, -1.94522], [-0.65799, -2.19925, 1.75692], [1.70469, -1.06104, 2.57380], [2.03808, 1.09163, 1.19836], [1.00828, 2.12941, -1.33257], [-1.30681, 0.41935, -1.93519]], "relative_energy_ev": 2.440, "orbital_gap_ev": 8.21, "homo_ev": -8.179, "smiles": "O=C1C=CN/C1=C/O"}



{"formula": "C3H4OS", "method": "ωB97M-V with the def2-TZVPD basis set", "species": ["C", "C", "O", "C", "S", "H", "H", "H", "H"], "xyz": [[-1.43862, 0.55826, -0.13618], [-0.01831, -0.36697, 0.13715], [-0.28236, -1.36414, 0.69049], [1.78736, -0.42391, -0.20217], [2.75350, 0.66066, 0.45632], [-1.22634, 1.70897, 0.04861], [-2.02167, 0.23020, 0.63019], [-1.63909, 0.44003, -1.12309], [2.08554, -1.44309, -0.50131]], "relative_energy_ev": 2.839, "orbital_gap_ev": 7.96, "homo_ev": -8.489, "smiles": "CC(=O)C=S"}



{"formula": "C3H4O3Sr", "method": "ωB97M-V with the def2-TZVPD basis set", "species": ["O", "C", "O", "O", "C", "H", "C", "H", "H", "Sr", "H"], "xyz": [[0.72723, 0.64688, 0.58158], [1.94889, 0.31335, 0.09672], [2.08735, -0.83998, -0.44915], [2.84325, 1.14246, 0.23493], [-0.39946, -0.26139, 0.49218], [-0.64238, -0.62566, 1.50078], [-1.54809, 0.38518, -0.19202], [-1.34199, 1.41784, -0.51782], [-2.48107, 0.21071, 0.36177], [0.54069, -2.15869, -0.86762], [-1.73441, -0.23069, -1.24135]], "relative_energy_ev": 0.189, "orbital_gap_ev": 5.43, "homo_ev": -6.839}